The following is a quantum chemistry calculation of C35H43AuN5O7S3 as an isolated structure, from the OMol25 dataset.

For the HOMO-LUMO gap (spin up / spin down), the calculation gives 7.72 / 2.89 eV. The value obtained for the electronic energy is -3489.00762 hartree. As for the net charge: +3. Its multiplicity is 3. The expectation value of S² is 2.03. The value obtained for the HOMO energy (spin up / spin down) is -15.4 / -15.1 eV.

Structure (XYZ):
```
94
C35H43AuN5O7S3 (wB97M-V/def2-TZVPD)
Au 0.028 0.804 -1.553
O 0.925 2.765 -0.902
S 2.326 3.299 -1.009
C 3.248 2.163 0.128
C 4.687 1.835 -0.226
C 5.071 0.437 0.291
C 4.909 -0.687 -0.719
S 3.207 -1.350 -1.135
O 2.246 -0.206 -1.133
C 2.855 -2.261 0.385
C 1.873 -1.816 1.255
C 1.577 -2.579 2.370
C 2.252 -3.768 2.608
C 3.225 -4.210 1.724
C 3.512 -3.465 0.594
C 2.981 2.822 -2.620
C 2.364 1.887 -3.433
C 2.914 1.601 -4.670
C 4.058 2.264 -5.098
C 4.674 3.200 -4.277
C 4.128 3.490 -3.039
H 2.624 1.270 0.088
H 3.174 2.629 1.110
H 5.353 2.577 0.215
H 4.840 1.855 -1.306
H 4.541 0.208 1.218
H 6.137 0.455 0.532
H 5.425 -1.580 -0.367
H 5.332 -0.403 -1.682
H 1.358 -0.889 1.048
H 0.806 -2.258 3.054
H 2.015 -4.359 3.479
H 3.740 -5.141 1.909
H 4.241 -3.817 -0.119
H 1.466 1.368 -3.091
H 2.451 0.860 -5.304
H 4.463 2.062 -6.077
H 5.560 3.719 -4.607
H 4.574 4.238 -2.400
C 0.674 -2.429 8.486
C 0.410 -2.188 7.011
S -1.703 -0.645 6.290
O -1.845 0.774 6.210
O -0.180 -0.921 6.750
C -1.494 -1.128 4.421
C -2.348 -0.208 3.563
N -2.000 -0.324 2.157
C -1.213 0.515 1.454
N -1.068 0.077 0.206
C -1.791 -1.056 0.081
C -2.384 -1.324 1.287
N -3.230 -2.435 1.591
O -3.622 -3.065 0.642
O -3.458 -2.653 2.759
C -0.634 1.770 1.965
H 1.176 -3.387 8.587
H -0.256 -2.455 9.052
H 1.317 -1.659 8.905
H -0.214 -2.984 6.592
H 1.370 -2.169 6.479
H -1.801 -2.167 4.328
H -0.433 -1.005 4.213
H -2.199 0.831 3.866
H -3.399 -0.477 3.692
H -1.847 -1.611 -0.832
H -1.432 2.452 2.261
H -0.056 2.237 1.172
H 0.004 1.605 2.832
C -5.524 0.538 -4.037
N -4.180 0.092 -4.246
N -3.135 0.457 -3.462
C -1.961 -0.075 -3.997
O -0.828 0.088 -3.508
C -2.364 -0.784 -5.163
C -3.728 -0.641 -5.293
C -4.626 -1.146 -6.346
C -3.250 1.149 -2.241
C -2.461 2.280 -2.033
C -2.586 2.983 -0.844
C -3.481 2.557 0.124
C -4.235 1.410 -0.075
C -4.122 0.696 -1.253
H -5.541 1.391 -3.360
H -6.150 -0.255 -3.618
H -5.958 0.837 -4.991
H -1.702 -1.297 -5.830
H -4.067 -1.761 -7.045
H -5.075 -0.321 -6.900
H -5.435 -1.739 -5.923
H -1.828 2.649 -2.825
H -2.005 3.878 -0.693
H -3.619 3.137 1.023
H -4.932 1.080 0.679
H -4.707 -0.199 -1.410
```